(1)
{"formula": "C4H4S", "method": "ωB97M-V with the def2-TZVPD basis set", "species": ["C", "C", "C", "C", "S", "H", "H", "H", "H"], "coordinates": [[2.207, -0.385, -0.223], [1.115, 0.042, -0.005], [-0.223, 0.608, 0.078], [-1.273, -0.490, 0.193], [-2.827, -0.132, -0.217], [3.154, -0.719, -0.643], [-0.485, 1.183, -0.839], [-0.453, 1.272, 0.883], [-1.214, -1.378, 0.774]], "lowdin_charge": [0.10, -0.16, -0.29, -0.61, 0.66, 0.04, 0.12, 0.10, 0.03], "gap_ev": 8.417, "total_charge": 0, "homo_energy_ev": -8.93, "smiles": "C#CCC=S", "relative_energy_kcal_mol": 63.8}

***

(2)
{"formula": "C4H4S", "method": "ωB97M-V with the def2-TZVPD basis set", "species": ["C", "C", "C", "C", "S", "H", "H", "H", "H"], "coordinates": [[-0.588, 0.804, 1.229], [0.084, 0.949, 0.184], [-0.640, -0.637, 1.040], [0.584, 0.631, -1.052], [0.583, -1.164, -0.559], [0.029, -1.162, 1.845], [-1.533, -1.250, 0.642], [-0.092, 0.809, -1.903], [1.573, 1.020, -1.426]], "lowdin_charge": [-0.08, -0.34, -0.37, -0.45, 0.87, 0.09, 0.09, 0.09, 0.10], "gap_ev": [6.234, 6.033], "spin_multiplicity": 3, "total_charge": 0, "homo_energy_ev": [-5.75, -9.01], "relative_energy_kcal_mol": 76.0}

***

(3)
{"formula": "C4H52BO34", "method": "ωB97M-V with the def2-TZVPD basis set", "species": ["O", "C", "O", "B", "O", "C", "O", "O", "C", "O", "C", "O", "O", "O", "H", "H", "O", "H", "H", "O", "H", "H", "O", "H", "H", "O", "H", "H", "O", "H", "H", "O", "H", "H", "O", "H", "H", "O", "H", "H", "O", "H", "H", "O", "H", "H", "O", "H", "H", "O", "H", "H", "O", "H", "H", "O", "H", "H", "O", "H", "H", "O", "H", "H", "O", "H", "H", "O", "H", "H", "O", "H", "H", "O", "H", "H", "O", "H", "H", "O", "H", "H", "O", "H", "H", "O", "H", "H", "O", "H", "H"], "coordinates": [[2.068, 1.017, 2.625], [1.209, 0.443, 1.987], [0.917, 0.828, 0.838], [-0.179, -0.049, 0.392], [-0.622, -0.760, 1.594], [0.242, -0.500, 2.419], [0.395, -1.195, 3.433], [0.307, -0.919, -0.656], [-0.252, -0.594, -1.680], [0.050, -1.106, -2.760], [-1.265, 0.415, -1.418], [-1.214, 0.780, -0.244], [-1.972, 0.894, -2.243], [-1.107, -4.167, -2.997], [-1.086, -3.422, -3.590], [-0.694, -3.832, -2.191], [-2.652, -2.152, -1.148], [-3.312, -1.654, -0.656], [-2.525, -2.938, -0.630], [3.418, 2.781, 0.547], [2.534, 2.911, 0.940], [3.396, 3.250, -0.275], [2.252, -2.391, -3.396], [2.465, -2.366, -4.305], [1.657, -1.672, -3.269], [0.180, 2.266, -3.975], [0.911, 1.768, -3.643], [-0.591, 1.717, -4.025], [3.239, -0.814, -0.922], [3.864, -0.158, -0.633], [2.714, -0.883, -0.089], [-1.595, -1.351, 5.269], [-0.852, -1.241, 4.654], [-2.253, -0.810, 4.829], [-4.086, 2.522, -2.008], [-4.085, 2.973, -1.150], [-3.260, 2.051, -2.114], [-0.375, -4.058, 4.890], [-0.764, -3.368, 4.327], [-0.923, -4.004, 5.687], [-1.673, 4.141, -1.995], [-1.013, 3.450, -1.980], [-1.212, 4.777, -2.489], [0.311, -3.547, -0.850], [-0.167, -3.488, -0.025], [0.529, -2.658, -1.058], [0.708, 3.062, -0.910], [1.033, 3.844, -1.336], [1.224, 2.338, -1.289], [2.781, -0.539, 5.118], [1.798, -0.502, 5.055], [2.936, -0.921, 5.966], [-1.781, 0.429, -5.097], [-2.601, 0.845, -4.749], [-1.627, 0.862, -5.933], [-2.694, -2.806, 2.740], [-3.184, -2.119, 2.289], [-2.925, -2.651, 3.636], [-1.264, 3.858, 0.711], [-1.741, 4.111, -0.060], [-0.434, 3.566, 0.329], [2.095, -2.537, 1.116], [2.502, -3.024, 0.431], [2.766, -2.393, 1.798], [1.631, 0.025, -5.094], [2.021, 0.633, -5.771], [0.689, 0.166, -5.069], [2.576, 2.239, 5.248], [2.475, 2.309, 4.336], [2.802, 1.321, 5.332], [-0.820, 2.020, 3.394], [-0.548, 1.850, 4.299], [-1.246, 2.863, 3.473], [-0.388, -2.648, -5.112], [0.003, -1.830, -4.897], [0.259, -3.150, -5.538], [1.174, 3.754, 2.072], [1.409, 4.240, 2.868], [0.844, 2.903, 2.359], [-0.242, -3.661, 1.749], [-0.799, -2.886, 1.863], [0.646, -3.323, 1.561], [4.690, 0.624, 1.587], [4.834, 1.301, 0.900], [3.891, 0.969, 1.943], [-2.919, -1.770, -3.869], [-2.687, -1.795, -2.941], [-2.471, -1.020, -4.295], [-3.664, 2.196, 0.983], [-3.949, 2.262, 1.895], [-2.724, 2.139, 0.900]], "lowdin_charge": [0.13, -0.46, 0.30, -0.84, 0.33, -0.46, 0.11, 0.28, -0.43, 0.14, -0.48, 0.32, 0.16, -0.08, -0.04, -0.04, 0.01, 0.08, 0.06, -0.05, 0.01, 0.03, -0.03, 0.00, -0.05, -0.03, 0.01, -0.02, -0.04, 0.01, 0.02, -0.06, -0.01, 0.03, -0.08, 0.01, -0.04, -0.07, -0.02, 0.03, -0.02, 0.00, 0.03, -0.01, 0.00, 0.00, -0.02, 0.07, 0.08, -0.04, 0.05, 0.04, -0.05, 0.09, 0.07, -0.01, 0.05, 0.01, -0.06, -0.01, -0.03, 0.01, 0.06, 0.11, -0.05, 0.08, -0.01, -0.04, -0.04, -0.03, 0.01, 0.07, 0.05, 0.00, -0.03, 0.03, -0.03, 0.07, 0.00, -0.05, -0.01, 0.00, -0.06, 0.02, -0.04, -0.06, -0.03, -0.02, -0.04, 0.04, -0.02], "gap_ev": 8.041, "total_charge": -1, "homo_energy_ev": -6.55, "relative_energy_kcal_mol": 18.2}

***

(4)
{"formula": "C4H52GaO23", "method": "ωB97M-V with the def2-TZVPD basis set", "species": ["C", "C", "O", "O", "C", "C", "Ga", "H", "H", "H", "H", "H", "H", "H", "H", "H", "H", "O", "H", "H", "O", "H", "H", "O", "H", "H", "O", "H", "H", "O", "H", "H", "O", "H", "H", "O", "H", "H", "O", "H", "H", "O", "H", "H", "O", "H", "H", "O", "H", "H", "O", "H", "H", "O", "H", "H", "O", "H", "H", "O", "H", "H", "O", "H", "H", "O", "H", "H", "O", "H", "H", "O", "H", "H", "O", "H", "H", "O", "H", "H"], "coordinates": [[-2.065, -2.176, 2.198], [-0.777, -2.952, 2.029], [-0.225, -3.362, 3.030], [-0.195, -3.188, 0.853], [-0.841, -2.682, -0.335], [-0.726, -1.179, -0.549], [1.209, -0.469, -0.809], [-2.711, -2.637, 2.944], [-1.796, -1.201, 2.611], [-2.644, -2.014, 1.297], [-1.896, -3.005, -0.376], [-0.352, -3.175, -1.177], [-1.241, -0.970, -1.496], [-1.243, -0.600, 0.222], [1.071, 1.135, -0.954], [1.795, -1.165, -2.140], [2.077, -0.846, 0.499], [0.125, 2.184, 1.672], [-0.700, 2.340, 2.143], [0.807, 2.450, 2.295], [-4.801, -2.456, 0.607], [-5.580, -2.127, 1.059], [-5.027, -3.368, 0.388], [-6.869, -0.461, 0.647], [-7.295, -0.540, -0.214], [-6.943, 0.475, 0.860], [2.350, 0.977, -4.143], [2.073, 1.735, -4.669], [3.144, 0.672, -4.600], [4.269, 0.364, -6.292], [3.924, 1.126, -6.767], [5.028, 0.089, -6.815], [2.621, 3.234, 3.754], [3.163, 3.826, 4.289], [3.089, 3.173, 2.911], [2.366, 1.550, 6.080], [2.612, 1.957, 5.234], [1.464, 1.248, 5.943], [-3.123, -5.298, 2.242], [-2.243, -5.168, 2.619], [-3.291, -4.472, 1.775], [4.524, 0.814, 3.448], [4.581, -0.085, 3.787], [4.893, 1.353, 4.155], [4.008, -0.322, -9.002], [4.169, 0.086, -9.861], [3.103, -0.651, -9.040], [-5.149, 0.020, 3.363], [-5.578, -0.047, 2.503], [-5.205, 0.954, 3.589], [1.267, 2.578, -6.516], [1.508, 2.968, -7.363], [0.366, 2.265, -6.637], [3.267, 3.551, 7.985], [2.474, 3.834, 8.451], [3.071, 2.638, 7.722], [-3.820, -5.032, -1.361], [-3.783, -5.920, -0.991], [-3.404, -4.489, -0.683], [-1.356, 4.696, 2.698], [-0.476, 4.832, 3.064], [-1.551, 5.513, 2.230], [3.105, -2.157, -11.446], [3.242, -3.041, -11.091], [3.499, -1.575, -10.787], [-7.204, -3.863, 0.505], [-7.347, -2.917, 0.612], [-8.044, -4.251, 0.771], [6.095, 0.166, -3.956], [5.577, 0.113, -4.772], [5.952, 1.064, -3.645], [4.493, 3.191, -6.265], [3.699, 3.275, -5.722], [5.206, 3.482, -5.689], [3.852, 6.554, 7.677], [3.912, 5.648, 8.009], [4.216, 7.095, 8.383], [-5.721, -1.858, 6.091], [-5.450, -1.498, 5.236], [-6.638, -2.114, 5.958]], "lowdin_charge": [-0.01, -0.55, 0.05, 0.00, -0.29, -0.35, 0.21, 0.08, 0.10, 0.03, 0.08, 0.11, 0.04, 0.02, -0.14, -0.13, -0.15, -0.08, 0.01, 0.00, -0.05, -0.01, 0.02, -0.04, 0.06, 0.05, -0.09, -0.02, -0.01, -0.07, 0.02, 0.05, -0.05, 0.06, 0.07, -0.06, 0.00, 0.05, -0.05, 0.04, 0.00, -0.06, 0.04, 0.02, -0.04, 0.05, 0.05, -0.03, 0.00, 0.05, -0.04, 0.04, 0.06, -0.07, 0.04, 0.01, -0.05, 0.04, -0.01, -0.06, 0.03, 0.03, -0.05, 0.04, -0.01, -0.04, 0.01, 0.05, -0.06, -0.01, 0.03, -0.05, 0.03, 0.05, -0.07, 0.00, 0.03, -0.06, 0.00, 0.02], "gap_ev": 5.449, "total_charge": -1, "homo_energy_ev": -4.05}

***

(5)
{"formula": "C4H5AgO2", "method": "ωB97M-V with the def2-TZVPD basis set", "species": ["H", "O", "C", "C", "C", "C", "O", "Ag", "H", "H", "H", "H"], "coordinates": [[2.316, -0.853, 2.310], [1.650, -0.394, -0.743], [-0.528, 0.082, -1.320], [-1.285, 0.601, -0.458], [0.672, -0.429, -1.732], [-1.723, 0.781, 0.925], [-0.828, 0.184, 1.765], [0.951, -0.400, 1.303], [2.519, -0.670, -1.057], [-1.984, 1.831, 1.153], [0.934, -0.919, -2.666], [-2.695, 0.186, 0.519]], "lowdin_charge": [0.03, -0.17, -0.06, -0.02, -0.18, -0.43, -0.43, 0.78, 0.11, 0.11, 0.10, 0.15], "gap_ev": [7.552, 6.263], "spin_multiplicity": 3, "total_charge": 0, "homo_energy_ev": [-7.37, -8.71], "relative_energy_kcal_mol": 56.1}

***

(6)
{"formula": "C4H5B", "method": "ωB97M-V with the def2-TZVPD basis set", "species": ["B", "C", "C", "C", "C", "H", "H", "H", "H", "H"], "coordinates": [[-0.933, -0.937, 0.362], [0.573, -0.407, 0.172], [-1.067, 0.475, -0.341], [1.144, 0.700, -0.183], [-0.131, 1.393, -0.550], [-1.557, -0.768, 1.368], [1.093, -1.286, 0.344], [-1.092, -2.172, -0.054], [2.166, 0.597, -0.037], [-0.196, 2.403, -1.081]], "lowdin_charge": [-0.32, -0.16, 0.13, -0.05, -0.10, 0.07, 0.10, 0.10, 0.10, 0.13], "gap_ev": 8.569, "total_charge": 0, "homo_energy_ev": -9.18, "relative_energy_kcal_mol": 84.5}

***

(7)
{"formula": "C4H5BaLiO2", "method": "ωB97M-V with the def2-TZVPD basis set", "species": ["C", "C", "C", "C", "O", "O", "Li", "Ba", "H", "H", "H", "H", "H"], "coordinates": [[1.662, 0.282, -0.227], [0.500, 0.995, 0.379], [-0.837, 0.684, 0.504], [-1.481, -0.442, -0.092], [-2.584, -0.365, -0.665], [2.478, -0.308, 0.643], [3.269, -1.299, 1.787], [-4.548, -2.095, -2.330], [0.873, -0.057, -1.072], [2.224, 0.921, -0.948], [0.861, 1.690, 1.149], [-1.494, 1.389, 1.021], [-0.922, -1.395, -0.150]], "lowdin_charge": [-0.50, -0.08, -0.07, -0.29, -0.24, -0.39, 0.79, 0.20, 0.13, 0.11, 0.10, 0.11, 0.12], "gap_ev": 2.863, "total_charge": 0, "homo_energy_ev": -4.08}

***

no.,strongest force on any atom (eV/A)
1,3.4
2,6.3
3,8.7
4,1.2
5,4.1
6,4.1
7,4.6